104
Properties=species:S:1:pos:R:3:lowdin_spin:R:1 method="wB97M-V/def2-TZVPD" e_homo_ev="-8.610 / -7.489" s2=1.02 e_above_lowest_kcal_mol=1.5 spin_multiplicity=2
Tc 1.67 -2.19 0.15 1.259
Ge -1.33 -3.76 -0.18 -0.014
Ge 0.38 3.19 1.42 0.000
F -0.47 0.59 -4.06 0.007
F 4.78 1.86 -4.03 -0.009
F 1.27 -1.24 -3.44 -0.010
F 3.04 3.66 -4.84 0.008
O -0.06 -1.30 1.09 0.017
O 2.97 -1.33 1.82 0.004
O 2.57 -3.41 1.53 0.030
O 0.94 -0.40 -0.59 0.008
O 3.70 -2.78 3.27 0.017
N 0.75 5.52 -5.82 0.042
N 6.57 -0.53 -3.45 -0.054
N 3.12 -2.50 2.26 0.004
N -2.26 3.06 -4.27 0.041
N 3.09 -2.17 -1.18 -0.078
C 0.64 1.02 3.37 0.000
C 3.10 0.25 -3.60 0.000
C 1.31 5.96 0.99 0.000
C 0.82 0.93 -4.06 0.017
C -2.08 -3.24 3.99 0.000
C 0.54 -3.41 -0.79 -0.229
C -2.57 -8.11 -1.71 0.000
C 1.57 4.61 0.75 0.000
C 5.44 -0.57 -3.25 -0.008
C 2.71 4.27 0.02 0.000
C -4.02 -1.00 -2.96 0.000
C 1.73 -0.02 -3.69 -0.027
C 2.67 2.24 3.00 0.000
C 2.15 6.94 0.48 0.000
C 3.60 -1.53 -2.03 0.037
C 3.50 1.53 -4.05 -0.028
C -1.74 3.68 3.44 0.000
C -3.28 -1.55 -0.74 -0.001
C -3.73 4.96 3.03 0.000
C 4.05 -0.67 -3.00 -0.097
C 1.32 2.06 2.72 0.000
C -0.26 2.12 -0.15 0.000
C -0.10 -4.57 3.76 0.000
C 0.58 4.49 -5.35 0.006
C 3.55 5.25 -0.48 0.000
C 3.26 6.59 -0.27 0.000
C -1.86 -5.56 -0.82 -0.001
C -2.38 -2.72 -2.63 -0.002
C 2.64 0.38 4.51 0.000
C -3.38 -7.02 -1.99 0.000
C -4.07 -0.79 -1.59 0.000
C -0.96 0.81 0.20 0.000
C -1.26 -3.78 1.80 0.000
C -3.30 5.22 1.74 0.000
C -1.30 3.93 2.15 0.000
C -1.13 3.10 -4.53 0.006
C -0.20 -4.48 2.38 -0.002
C -1.42 -7.93 -0.96 0.000
C -2.95 4.19 3.88 0.000
C 3.33 1.41 3.89 0.000
C -1.06 -6.67 -0.52 -0.001
C 1.30 0.18 4.25 0.000
C 1.20 2.24 -4.45 -0.026
C -2.20 -3.16 2.61 0.000
C 2.59 2.47 -4.47 0.021
C 0.25 3.23 -4.78 0.071
C -3.03 -5.76 -1.54 0.000
C 0.01 -0.33 0.28 0.007
C -1.03 -3.95 4.57 0.000
C -3.17 -1.96 -3.48 0.000
C -2.09 4.71 1.30 0.000
C -2.43 -2.53 -1.25 -0.006
H 0.72 -5.13 4.20 0.000
H -1.55 0.88 1.12 0.000
H -0.16 -6.53 0.06 -0.001
H -2.80 -2.74 4.63 0.000
H 0.44 6.24 1.57 0.000
H -1.76 4.91 0.29 0.000
H -0.42 0.87 3.17 0.000
H -1.72 -3.48 -3.04 0.000
H 0.76 -3.97 -1.70 -0.010
H -3.91 5.82 1.07 0.000
H -0.94 -4.00 5.64 0.000
H -3.67 -4.91 -1.76 0.000
H 3.21 3.05 2.52 0.000
H 0.56 -4.93 1.75 -0.002
H 1.93 7.98 0.66 0.000
H -4.68 5.36 3.38 0.000
H -3.29 3.99 4.89 0.000
H -0.79 -8.79 -0.72 0.000
H 0.58 1.90 -0.81 0.000
H -3.33 -1.38 0.33 0.000
H 0.76 -0.63 4.72 0.000
H 3.91 7.35 -0.68 0.000
H 2.94 3.22 -0.15 0.000
H -4.29 -7.16 -2.57 0.000
H 3.16 -0.29 5.19 0.000
H -2.84 -9.09 -2.07 0.000
H -3.02 -2.61 2.17 0.000
H -4.63 -0.39 -3.61 0.000
H -0.95 2.76 -0.70 0.000
H -1.63 0.52 -0.61 0.000
H -1.13 3.09 4.11 0.000
H 4.43 4.96 -1.05 0.000
H -3.12 -2.14 -4.55 0.000
H 4.38 1.55 4.09 0.000
H -4.72 -0.03 -1.19 0.000

***

113
Properties=species:S:1:pos:R:3:lowdin_charge:R:1 method="wB97M-V/def2-TZVPD" e_homo_ev=-5.794 total_charge=-1 e_above_lowest_kcal_mol=5.6
Cd -1.25 1.34 0.52 1.389
Cl 3.86 -4.04 -2.36 0.670
Cl -3.11 -6.44 2.42 0.680
Cl 1.83 -5.58 4.24 0.745
S 2.19 0.97 -1.49 0.548
S 6.14 -2.40 -1.38 0.997
O 2.21 -0.47 -1.29 -0.360
O -6.55 5.32 3.45 -0.043
O 3.30 -4.78 1.82 -0.143
O 3.25 1.69 -0.81 -0.319
O -4.93 5.72 4.98 -0.041
N -2.19 -3.40 4.58 0.108
N -2.65 2.91 1.57 0.055
N 0.18 -2.35 -5.28 0.171
N -1.46 -1.22 -0.94 0.071
N 1.55 -1.60 2.66 -0.050
N -2.71 0.04 1.55 0.034
N 0.00 2.97 1.91 0.045
N -3.39 1.72 -0.77 0.043
N -3.17 -1.49 3.39 0.085
N 0.18 0.03 2.04 -0.006
N -0.78 3.15 -0.93 0.011
N 0.73 1.47 -1.14 -0.155
C -1.19 4.41 -1.11 -0.150
C 0.92 -4.48 1.91 -0.172
C 2.91 1.04 -5.99 -0.271
C -0.60 -5.88 3.19 -0.143
C 4.94 -3.60 -1.11 -0.976
C -5.02 0.84 -2.27 -0.065
C -5.71 1.99 -0.29 0.001
C 1.38 0.93 -4.13 -0.060
C 4.09 -5.18 0.70 -0.151
C -2.60 -1.90 -0.82 -0.151
C 3.95 1.30 -5.10 -0.035
C -0.72 -1.41 -2.02 -0.094
C -4.85 3.70 1.98 0.054
C 4.99 -4.12 0.15 -0.330
C -0.10 -4.28 0.99 -0.013
C -0.74 3.55 2.86 -0.206
C 0.83 5.02 -2.17 -0.070
C -3.71 1.08 -1.88 -0.154
C 0.71 -1.34 3.72 -0.053
C -0.44 5.38 -1.72 -0.083
C -6.03 1.31 -1.45 -0.059
C -2.84 -0.72 2.44 -0.396
C -1.58 -5.68 2.23 -0.689
C -3.08 4.30 3.44 0.056
C 2.26 -3.82 1.67 -0.266
C 6.02 -3.50 0.92 -0.145
C -4.36 2.18 0.03 -0.224
C 1.99 3.53 3.10 -0.051
C -2.60 -2.49 3.99 -0.407
C -0.11 -0.33 3.33 -0.168
C 1.28 3.73 -2.00 -0.023
C -1.13 -2.26 -3.07 -0.199
C -3.95 2.94 1.24 -0.219
C 1.33 2.97 2.02 -0.130
C 2.56 -2.65 2.65 -0.056
C 0.64 -5.28 3.02 -0.569
C -2.30 -2.99 -2.92 -0.014
C -0.15 4.14 3.97 -0.004
C 1.23 4.12 4.10 -0.059
C 1.62 0.88 -5.49 -0.038
C 3.17 0.95 -7.47 -0.053
C 1.18 -0.76 1.66 -0.125
C -3.04 -2.82 -1.77 -0.053
C -4.42 4.37 3.11 -0.074
C -5.42 5.24 3.95 -0.691
C -1.34 -4.88 1.13 -0.099
C 6.71 -2.57 0.23 -0.410
C 3.72 1.35 -3.74 -0.054
C -2.21 3.58 2.63 -0.199
C 2.44 1.14 -3.26 -0.290
C -0.38 -2.33 -4.28 -0.181
C 0.43 2.79 -1.36 -0.450
H -2.62 -3.68 -3.69 0.121
H -6.49 2.36 0.36 0.110
H -2.12 -4.71 0.40 0.092
H 3.46 -5.59 -0.10 0.112
H 6.21 -3.77 1.95 0.119
H 4.95 1.46 -5.48 0.112
H 1.47 5.76 -2.65 0.106
H -0.75 4.61 4.73 0.107
H 1.88 2.50 1.21 0.088
H 4.51 1.55 -3.03 0.113
H 3.52 -2.24 2.35 0.133
H 1.70 4.57 4.96 0.106
H 0.22 -0.90 -2.06 0.066
H -3.17 -1.70 0.08 0.085
H 7.53 -1.96 0.57 0.064
H 2.63 -3.05 3.66 0.100
H -5.23 0.31 -3.18 0.100
H 4.10 0.42 -7.67 0.077
H -0.88 0.16 3.89 0.105
H 4.70 -5.98 1.11 0.135
H 0.38 0.81 -3.73 0.105
H 0.80 0.69 -6.17 0.110
H 0.09 -3.64 0.13 0.110
H 2.27 3.44 -2.31 0.088
H 2.36 0.41 -7.96 0.075
H -2.76 4.84 4.33 0.109
H 2.25 -3.40 0.65 0.147
H -5.90 3.81 1.71 0.110
H -2.18 4.63 -0.72 0.106
H -0.82 6.38 -1.84 0.095
H -0.80 -6.48 4.06 0.106
H 3.24 1.94 -7.91 0.082
H 0.76 -1.90 4.64 0.122
H 1.67 -0.74 0.70 0.090
H -3.96 -3.37 -1.60 0.110
H -2.88 0.76 -2.50 0.102
H -7.07 1.14 -1.71 0.107
H 3.07 3.50 3.15 0.103